1 | 16
Properties=species:S:1:pos:R:3 method="wB97M-V/def2-TZVPD" homo_energy_ev=-8.24 spin_multiplicity=1
C 1.18022 -0.57214 1.29365
C 1.28235 0.18315 -1.24057
C -1.53673 -1.35541 -0.26091
C -0.81241 1.81628 0.14746
Si -0.14010 -0.00472 0.00822
S 2.64649 0.14213 0.56970
H 1.23190 -0.38416 2.39452
H 1.13253 -1.72480 1.36370
H 1.76578 -0.73053 -1.53414
H 1.60952 0.96044 -1.84169
H -2.23437 -0.80787 -0.80115
H -1.22627 -2.09994 -0.90781
H -1.79221 -1.84646 0.64963
H -0.11374 2.63462 -0.18278
H -1.60210 1.84330 -0.68549
H -1.39083 1.94608 1.02767



2 | 16
Properties=species:S:1:pos:R:3 method="wB97M-V/def2-TZVPD" homo_energy_ev=-8.79 spin_multiplicity=1
C 0.55121 0.24020 -1.29902
C 0.59152 -0.93054 -0.30975
C -0.71328 1.06717 -1.02761
C -0.77595 -1.61888 -0.32838
Si -2.02865 -0.18778 -0.45626
S -3.97585 -0.03578 -0.06863
H 1.44927 0.85436 -1.20677
H 0.52104 -0.15533 -2.31704
H 1.39245 -1.62626 -0.56539
H 0.79376 -0.54501 0.69413
H -0.52497 1.79018 -0.23126
H -1.01050 1.64017 -1.90533
H -0.85081 -2.26634 -1.20648
H -0.92243 -2.25600 0.54283
H -0.11033 1.03857 2.94946
H 0.53826 1.34811 2.65180



3 | 16
Properties=species:S:1:pos:R:3 method="wB97M-V/def2-TZVPD" homo_energy_ev=-8.40 spin_multiplicity=1
C 2.11133 0.84859 2.28775
Si 0.85931 0.33294 0.93884
C 1.14520 1.50771 -0.50208
S -0.47898 -1.17876 1.14625
H 3.10731 0.95454 1.77808
H 1.94703 1.84927 2.78010
H 2.06423 0.13248 3.07557
H 2.03136 1.29234 -1.14166
H 0.43982 1.25085 -1.43063
H 1.11737 2.51548 -0.07947
C -2.80095 -1.85244 -1.02665
C -1.99164 -1.41122 -2.00851
H -3.31379 -1.02533 -0.47729
H -3.10614 -2.89044 -0.82082
H -1.31190 -1.95489 -2.55027
H -1.81956 -0.37112 -1.96921



Which of them is most stable? Easy: 2.



1 | 18
Properties=species:S:1:pos:R:3 method="wB97M-V/def2-TZVPD" homo_energy_ev=-9.72 spin_multiplicity=1
C 1.79528 -2.84419 0.28114
C 1.28588 -1.42648 0.11728
C -0.16985 -1.29702 0.14154
N -1.19964 -1.68761 -0.33167
C 2.06697 -0.46216 -0.76927
O 3.16328 -0.99426 -1.41701
C 2.08394 -0.27482 0.72234
O 3.19288 -0.63281 1.46083
H 2.88872 -2.84797 0.29802
H 1.41684 -3.28028 1.21441
H 1.45415 -3.47196 -0.55188
H 1.48071 0.26091 -1.34444
H 3.83509 -0.31284 -1.52064
H 1.51424 0.57405 1.11346
H 3.89538 0.00816 1.31304
O -1.50340 0.65810 0.33108
H -2.07604 -0.23838 -0.15346
H -0.85057 1.08877 -0.23140



2 | 18
Properties=species:S:1:pos:R:3 method="wB97M-V/def2-TZVPD" homo_energy_ev=-8.68 spin_multiplicity=1
C 0.53744 -1.51771 0.42886
N 0.08039 -0.49813 -0.51251
C -1.21124 0.15443 -0.03974
C -0.57524 1.51939 0.42237
O -1.15203 2.70878 0.01151
C -0.40534 1.50463 2.03990
O -0.72565 2.62191 2.47252
O -0.07193 0.42755 2.49670
C 0.87999 0.95510 -0.57916
H 0.22277 -1.08836 1.40095
H -0.22819 -2.39240 0.35126
H 1.51013 -1.81823 0.29770
H 0.03060 -0.77292 -1.51730
H -1.71099 -0.48891 0.72816
H -1.91819 0.03226 -0.89554
H -1.29312 3.23966 0.80698
H 0.63661 1.37155 -1.61100
H 1.87171 1.10503 -0.22657



Which of them is most stable? Easy: 2.



1 | 8
Properties=species:S:1:pos:R:3 method="wB97M-V/def2-TZVPD" homo_energy_ev="-9.03 / -8.57" spin_multiplicity=1
C -0.01377 -0.60186 0.47272
S -1.64400 0.34266 -2.33702
S 1.68632 0.11311 0.72423
S 1.57475 0.97384 2.44436
H -0.50814 0.21510 0.20878
H -0.39447 -1.01625 1.39616
H 0.10052 -1.40576 -0.31672
H -0.80120 1.37916 -2.59251



2 | 8
Properties=species:S:1:pos:R:3 method="wB97M-V/def2-TZVPD" homo_energy_ev=-9.11 spin_multiplicity=1
S 1.77682 -0.20661 0.15733
C 0.04380 0.18414 0.14791
S -0.99054 -0.22845 1.46028
S -0.70591 -0.44347 -1.48354
H 2.12780 0.70246 -0.82112
H -0.07619 1.23021 -0.12389
H -0.16822 -1.06966 1.95649
H -2.00757 -0.16862 -1.29346



Which of them is most stable? Easy: 2.



1 | 78
Properties=species:S:1:pos:R:3 method="wB97M-V/def2-TZVPD" homo_energy_ev=-10.17 spin_multiplicity=1
C 70.62400 59.84600 34.92700
C 70.73900 60.44800 33.58400
C 71.13400 61.92700 33.62100
O 72.51300 61.85800 33.26500
C 72.83100 60.68000 32.88600
O 73.99100 60.35100 32.50300
O 71.84700 59.82000 33.02100
H 69.54600 59.93700 35.40500
H 71.25300 60.21500 35.60400
H 70.81800 58.89800 34.93400
H 69.86200 60.45900 32.92300
H 71.02100 62.40000 34.64400
H 70.67500 62.59200 32.94300
C 68.68900 65.80600 30.37200
C 69.03300 65.63100 28.87300
C 68.32300 64.45300 28.18700
O 67.41000 65.02200 27.22400
C 67.61000 66.44800 27.25400
O 66.97100 67.15900 26.47100
O 68.41200 66.77000 28.18800
H 67.72000 66.23600 30.44700
H 69.39600 66.61500 30.50800
H 68.99600 64.83300 30.88800
H 70.23200 65.90700 28.62100
H 67.64100 64.00900 28.85800
H 68.72400 63.61900 27.66100
C 67.43700 56.49100 33.37700
C 68.15500 57.10900 32.23400
C 68.95200 56.02800 31.39800
O 68.77600 56.61000 30.05300
C 67.68400 57.38400 30.05700
O 67.19800 57.71300 28.98100
O 67.22100 57.62100 31.25700
H 68.06600 55.92100 34.10900
H 66.48800 55.78800 33.03100
H 67.03100 57.26000 34.03500
H 68.89000 57.87400 32.36000
H 68.71400 55.01900 31.57700
H 69.96600 56.12100 31.71900
C 71.08900 54.89000 27.82300
C 70.37700 55.23100 26.53100
C 68.87400 55.13700 26.57700
O 68.34900 56.43300 26.23900
C 69.33000 57.32000 26.30100
O 69.27500 58.56200 26.21300
O 70.59400 56.68700 26.24400
H 70.96700 55.64900 28.55500
H 72.16000 54.67100 27.73700
H 70.68800 53.96500 28.17100
H 70.84400 54.66900 25.77500
H 68.70000 54.90800 27.51600
H 68.49100 54.20600 25.96900
C 72.96700 58.57800 29.31900
C 71.74300 59.25300 28.60500
C 70.56000 59.45300 29.55500
O 70.33200 60.75000 29.62500
C 71.11300 61.48100 28.95500
O 70.93300 62.66700 28.92400
O 72.03700 60.65600 28.36700
H 72.66300 57.58400 29.90100
H 73.32000 59.07500 30.25400
H 73.86600 58.21500 28.76000
H 71.32700 58.88200 27.70800
H 70.53300 59.23100 30.53800
H 69.79900 59.01500 29.07300
C 76.68200 60.14500 30.21300
C 77.51800 59.08500 30.75300
C 76.65300 58.24400 31.68800
O 76.44900 57.07600 30.98600
C 77.23700 57.00500 29.95800
O 77.32800 55.96900 29.33600
O 77.68700 58.20500 29.60500
H 76.49700 61.06500 30.83800
H 75.51200 59.74900 29.96800
H 77.12800 60.72800 29.29700
H 78.48200 59.36600 31.09200
H 75.73400 58.84500 31.91200
H 77.21100 58.03400 32.72800



2 | 78
Properties=species:S:1:pos:R:3 method="wB97M-V/def2-TZVPD" homo_energy_ev=-10.34 spin_multiplicity=1
C -4.35452 -1.98669 5.02490
C -3.51425 -1.77736 3.75864
C -2.62522 -0.59476 3.86486
O -1.37641 -1.16461 4.16086
C -1.40221 -2.48297 3.94679
O -0.50844 -3.31044 4.07332
O -2.56683 -2.82937 3.72286
H -3.68876 -1.96267 5.88763
H -4.77845 -2.98617 4.92777
H -5.12687 -1.23075 5.16679
H -3.96519 -1.83555 2.76800
H -2.91583 0.07658 4.67292
H -2.59347 -0.07352 2.90808
C 0.83370 2.77759 -2.56503
C 0.79896 1.92658 -1.28131
C 0.56942 2.70531 -0.01973
O -0.30189 1.95560 0.78405
C -0.70465 0.84136 0.03119
O -1.23209 -0.17577 0.43077
O -0.30093 1.03312 -1.25312
H 1.09316 2.13533 -3.40662
H 1.53895 3.60661 -2.50614
H -0.13678 3.25234 -2.70955
H 1.69730 1.36391 -1.02737
H 0.07105 3.65876 -0.19485
H 1.51736 2.90610 0.47948
C -1.24581 6.16474 -0.76861
C 0.08951 6.20633 -1.57865
C 0.49404 7.53358 -2.12092
O 1.89277 7.56435 -1.99335
C 2.29038 6.54251 -1.13952
O 3.42765 6.31963 -0.71267
O 1.18435 5.94050 -0.70577
H -1.27353 6.93868 -0.00156
H -1.41078 5.18711 -0.31569
H -1.96424 6.37258 -1.56156
H 0.13835 5.42067 -2.33259
H 0.04639 8.45623 -1.75154
H 0.27561 7.47601 -3.18726
C -1.54889 -1.90425 -3.26859
C -0.09931 -2.10597 -3.62107
C 0.17164 -1.93687 -5.10711
O 1.38541 -1.20145 -5.18309
C 1.59776 -0.72271 -3.93421
O 2.48400 0.04285 -3.57862
O 0.69733 -1.04291 -3.12248
H -1.82037 -1.86578 -2.21364
H -2.27967 -2.65958 -3.55760
H -1.95700 -0.99645 -3.71294
H 0.25947 -3.10838 -3.38753
H -0.59262 -1.29631 -5.54720
H 0.22476 -2.88943 -5.63431
C 4.03950 -2.47875 2.28204
C 3.21290 -1.56717 1.36608
C 1.85131 -1.06301 1.97774
O 2.14582 0.33849 2.16331
C 3.27525 0.66575 1.57704
O 3.69097 1.80157 1.42724
O 3.89580 -0.38008 1.07741
H 4.31011 -1.94423 3.19262
H 4.98973 -2.70604 1.79883
H 3.54519 -3.41826 2.52918
H 3.06651 -2.18225 0.47819
H 1.56326 -1.55338 2.90761
H 1.01601 -1.16551 1.28500
C -2.25042 -4.51769 0.75574
C -0.99458 -4.40421 -0.13639
C -0.23031 -3.08941 -0.09746
O 0.99074 -3.51388 0.51439
C 1.09398 -4.84833 0.63152
O 2.10684 -5.47807 0.91332
O -0.06590 -5.33526 0.36215
H -1.92546 -4.56273 1.79520
H -2.87085 -5.38311 0.52289
H -2.93325 -3.67183 0.67600
H -1.24448 -4.70935 -1.15253
H -0.68603 -2.42750 0.63895
H -0.08692 -2.66998 -1.09325



Which of them is most stable? Easy: 2.



1 | 6
Properties=species:S:1:pos:R:3 method="wB97M-V/def2-TZVPD" homo_energy_ev=-8.96 spin_multiplicity=1
O -0.28819 2.22402 -1.69992
C -0.10960 1.11095 -1.74740
P -0.02360 -0.22268 0.02150
C -0.17540 -1.12180 1.47403
O -0.64470 -1.39877 2.51380
H 1.24149 -0.59173 -0.56200



2 | 6
Properties=species:S:1:pos:R:3 method="wB97M-V/def2-TZVPD" homo_energy_ev="-7.91 / -7.93" spin_multiplicity=1
C 0.46093 -0.37741 0.73476
C 1.72347 -0.12214 0.89931
O -0.23348 -1.18026 1.70434
O 2.79976 0.19221 1.21689
P -1.02427 -2.49117 1.29428
H -0.12224 -0.06621 -0.10943



Which of them is most stable? Easy: 1.



1 | 6
Properties=species:S:1:pos:R:3 method="wB97M-V/def2-TZVPD" homo_energy_ev="-10.57 / -10.43" spin_multiplicity=1
N 2.35690 -0.16070 0.03168
N 1.77978 0.99421 -0.20388
N 1.24812 -0.79410 0.23830
N 0.57860 0.32330 -0.24919
H 1.08159 -1.79091 0.33022
H -1.21713 2.16788 -0.34458



2 | 6
Properties=species:S:1:pos:R:3 method="wB97M-V/def2-TZVPD" homo_energy_ev=-8.71 spin_multiplicity=1
H -2.24765 0.34538 0.74998
N -1.83892 -0.18052 -0.03208
N -0.62477 -0.27093 -0.03481
N 0.58187 0.13291 -0.25723
N 1.70914 -0.28585 0.02881
H 2.42033 0.25901 -0.45467



Which of them is most stable? Easy: 2.



1 | 16
Properties=species:S:1:pos:R:3 method="wB97M-V/def2-TZVPD" homo_energy_ev="-19.31 / -19.31" s2=0.754 spin_multiplicity=2 charge=+2
C -0.08287 -1.90860 -0.05826
C -0.31862 -0.67222 0.69379
C -1.24615 -0.68703 1.74403
C 0.27462 1.63920 0.77921
N 0.49497 0.44101 0.35899
H -0.27603 -2.83973 0.46960
H -0.79356 -1.93602 -0.91555
H 0.89295 -1.89680 -0.55321
H -1.32187 0.07871 2.50864
H -1.90499 -1.54681 1.82036
H 0.89621 2.49189 0.51903
H -0.49973 1.81493 1.51559
H 1.26235 0.29813 -0.30871
H 1.38215 1.23509 -3.05545
H -0.00925 0.54985 -3.04990
O 0.62393 1.02710 -2.49491



2 | 16
Properties=species:S:1:pos:R:3 method="wB97M-V/def2-TZVPD" homo_energy_ev="-21.50 / -21.50" s2=0.758 spin_multiplicity=2 charge=+2
C -0.06643 0.50074 -1.55751
C -0.28451 0.37554 -0.04536
C 0.62302 -0.65782 0.62698
C 1.96529 -0.08350 1.00883
O 2.67951 -0.68219 1.77413
N -1.73746 -0.02585 0.25076
H -0.80353 1.19838 -1.93320
H -0.15005 -0.50474 -2.01383
H 0.98036 0.59199 -1.86041
H -0.16060 1.33404 0.45368
H 0.76763 -1.51860 -0.05210
H 0.18084 -1.17669 1.47974
H 2.26582 0.95355 0.78577
H -2.00012 -0.97884 -0.00222
H -2.39958 0.62071 -0.18053
H -1.86020 0.05326 1.26526



Which of them is most stable? Easy: 2.



1 | 12
Properties=species:S:1:pos:R:3 method="wB97M-V/def2-TZVPD" homo_energy_ev=-12.82 spin_multiplicity=1 charge=+1
C 0.05737 0.39514 0.97175
C -2.18579 0.72081 -1.16049
C 0.95339 -0.55120 -0.81072
C 0.20022 0.19691 -1.54567
N 0.98199 -0.29413 0.51544
S -0.80558 1.37509 -0.70052
H -0.17408 0.84853 1.95202
H -2.89368 1.47308 -0.94722
H -2.10349 -0.28292 -1.47073
H 1.55967 -1.25840 -1.27657
H 0.28913 -0.01444 -2.66989
H 1.69916 -0.56828 1.13497



2 | 12
Properties=species:S:1:pos:R:3 method="wB97M-V/def2-TZVPD" homo_energy_ev="-14.35 / -14.35" spin_multiplicity=1 charge=+1
C -0.74883 -0.14658 -0.30724
C -0.94556 1.20142 0.25068
C -1.44029 0.77323 -1.14009
C 2.28120 -1.39603 0.78136
N -0.10649 -1.20768 -0.24351
S 0.74433 -1.93995 0.99168
H -1.48739 1.15361 1.15624
H -0.05896 1.86967 0.20014
H -1.08419 1.30878 -1.98097
H -2.45632 0.67457 -1.38380
H 2.92914 -1.82689 1.49680
H 2.37339 -0.46417 0.17870



Which of them is most stable? Easy: 2.